<A>
Here is the molecule C3H3BrCl2O from OMol25. Energies are from wB97M-V/def2-TZVPD.

Summary:
HOMO: -9.2950 eV
Orbital gap: 9.57 eV
SMILES: CO/C(Cl)=C(/Cl)Br

Geometry (Å):
C -0.54848 -0.50608 -0.06299
C -1.84833 -0.19531 -0.10944
C 1.65872 0.49576 0.13416
O 0.42206 0.50109 -0.51828
Cl 0.02274 -2.11391 -0.01173
Cl -3.05085 -1.44625 -0.00704
Br -2.40239 1.70094 -0.37512
H 2.17748 -0.33934 -0.15519
H 1.48169 0.42149 1.26874
H 2.08735 1.48160 -0.16312

<B>
Here is the molecule C3H3BrCl2O from OMol25. Energies are from wB97M-V/def2-TZVPD.

Summary:
HOMO: -9.0194 eV
Orbital gap: 9.70 eV
SMILES: CO/C(Cl)=C(/Cl)Br

Geometry (Å):
C 1.41973 1.00780 -1.64957
C 2.59683 1.30117 -2.22274
C 0.48916 0.08752 0.29701
O 1.22366 -0.01847 -0.84134
Cl 0.02289 2.05143 -2.09664
Cl 2.80449 2.45159 -3.49596
Br 4.04341 0.16175 -1.84281
H 0.83648 -0.49819 1.10054
H -0.52436 -0.01986 0.16036
H 0.61803 1.02956 0.76420

The least stable of them is <A>.

<A>
Here is a 2-piece molecular cluster, C7H13NO2S overall from OMol25. Energies are from wB97M-V/def2-TZVPD.

Summary:
HOMO (spin up / spin down): -7.8812 / -7.8791 eV
Orbital gap (spin up / spin down): 6.67 / 6.66 eV

Geometry (Å):
C 1.52033 -0.40704 -1.45392
C -2.04605 1.11197 1.42527
C 2.33503 -0.74690 0.91042
C -0.67006 -1.52313 0.10042
C -0.53549 0.73495 1.34320
C 1.35214 -0.06640 -0.09801
C -0.17604 -0.15669 0.11913
N -0.47350 1.53437 -2.27984
O 1.98147 -0.83754 -2.43051
O -1.54526 1.23722 -4.59802
S -0.39578 1.04186 -3.70340
H -2.60370 0.22521 1.57217
H -2.10138 1.79979 2.21868
H -2.50269 1.48269 0.55890
H 2.04459 -0.63100 1.98945
H 2.51046 -1.84452 0.61171
H 3.27947 -0.28234 0.68526
H -0.11715 -2.30949 -0.56137
H -0.76074 -1.98778 1.03466
H -1.76587 -1.56180 -0.25698
H -0.30462 0.16686 2.27936
H 0.14460 1.55111 1.30053
H 1.43040 1.11622 -0.10809
H -0.60017 0.35237 -0.65901

<B>
Here is the molecule C7H13NO2S from OMol25. Energies are from wB97M-V/def2-TZVPD.

Summary:
HOMO: -9.2677 eV
Orbital gap: 8.63 eV
SMILES: CCCCC[C@@H](C=S)[N+](=O)[O-]

Geometry (Å):
C 0.46828 1.64921 -2.66428
C -1.84112 -1.16194 3.22404
C -1.53389 -1.05273 1.73485
C -0.31732 -0.22539 1.26072
C -0.35615 0.10781 -0.20898
C 1.07571 0.50975 -0.61871
C 1.19090 0.43561 -2.12653
N 2.62093 0.34075 -2.54613
O 3.12062 -0.74006 -2.54827
O 3.09021 1.34524 -2.94220
S -1.05144 1.61310 -3.09263
H 1.06999 2.50263 -2.75615
H -1.96889 -0.19442 3.74335
H -0.96712 -1.48298 3.86819
H -2.73644 -1.79906 3.31216
H -1.28031 -2.09718 1.47917
H -2.43022 -0.76688 1.14557
H -0.34246 0.61523 1.95849
H 0.54138 -0.78948 1.38712
H -0.85968 -0.60816 -0.79317
H -0.90410 1.04507 -0.31291
H 1.26158 1.49170 -0.17681
H 1.56716 -0.21340 0.06320
H 0.58239 -0.52443 -2.39009

<C>
Here is the molecule C7H13NO2S from OMol25. Energies are from wB97M-V/def2-TZVPD.

Summary:
HOMO: -9.1723 eV
Orbital gap: 9.77 eV
SMILES: CN1CSC(C)(C)[C@H]1C(=O)O

Geometry (Å):
C -2.22615 0.13879 -0.00413
C 0.61768 -1.30297 -1.35897
C -0.75151 -0.21137 0.24919
C 0.30706 1.03358 -0.26217
C 0.64926 1.90384 1.00685
C -0.27494 1.92268 -1.36846
C -0.05800 -2.48510 0.74744
N -0.39897 -1.51156 -0.34009
O -2.90300 -0.88764 -0.60805
O -2.81660 1.13135 0.38537
S 1.72782 0.09330 -0.80966
H 1.09473 -2.21697 -1.45203
H -0.02220 -1.11648 -2.17784
H -0.44071 -0.11248 1.23061
H 1.00354 1.31928 1.86737
H -0.11983 2.63990 1.07109
H 1.51040 2.40503 0.70219
H 0.27434 2.91437 -1.51050
H -1.34030 1.95877 -1.38539
H -0.23281 1.53116 -2.38991
H 0.93819 -2.21007 1.24460
H -0.76565 -2.61271 1.48989
H 0.27868 -3.41427 0.24365
H -2.27192 -1.47833 -0.90963

The least stable of them is <A>.

<A>
Here is a 2-piece molecular cluster, C2H2N2OSi overall from OMol25. Energies are from wB97M-V/def2-TZVPD.

Summary:
HOMO: -11.9118 eV
Orbital gap: 10.19 eV
SMILES: N#C[SiH]=O.C#N

Geometry (Å):
C 2.52784 0.52530 -0.64264
C -1.61444 -1.04062 -0.53538
N 2.71865 -0.29768 -1.37640
N -1.94801 -1.85724 -1.26771
O -0.30188 1.25593 0.77880
Si -1.42379 0.25398 0.83175
H -2.23101 -0.09398 2.14432
H 2.27264 1.25433 0.06727

<B>
Here is a 2-piece molecular cluster, C2H2N2OSi overall from OMol25. Energies are from wB97M-V/def2-TZVPD.

Summary:
HOMO (spin up / spin down): -12.4206 / -12.4178 eV
Orbital gap (spin up / spin down): 7.99 / 7.95 eV

Geometry (Å):
C -2.36724 -0.62305 -0.37900
C 1.35441 0.69744 -1.09846
N -3.38273 -1.03289 -0.64966
N 2.03930 0.84876 -2.02050
O -0.37111 -0.98846 0.60028
Si 0.63585 0.18162 0.68210
H 1.72598 -0.50184 1.30545
H 0.36554 1.41843 1.55979

The least stable of them is <B>.

<A>
Here is a 2-piece molecular cluster, C3H10O2 overall from OMol25. Energies are from wB97M-V/def2-TZVPD.

Summary:
HOMO: -10.2748 eV
Orbital gap: 11.18 eV
SMILES: CCO.CO

Geometry (Å):
C -2.16131 3.87765 2.84146
O -2.61924 3.22692 1.62503
H -2.60559 3.35656 3.76849
H -1.03932 3.82695 2.90084
H -2.34033 4.92034 2.89742
H -3.50288 2.94224 1.45102
C 1.81825 -2.11410 -1.96007
O 2.75288 -3.20401 -1.64572
C 0.44978 -2.20458 -1.19581
H 2.14129 -1.06106 -1.55928
H 1.78867 -2.25802 -3.02405
H 3.47078 -2.56107 -1.60617
H 0.50016 -1.34524 -0.40756
H -0.45509 -2.15734 -1.74308
H 0.33284 -3.20043 -0.62560

<B>
Here is a 3-piece molecular cluster, C3H10O2 overall from OMol25. Energies are from wB97M-V/def2-TZVPD.

Summary:
HOMO: -9.2192 eV
Orbital gap: 10.03 eV
SMILES: C=CC.O.O

Geometry (Å):
C 2.34525 -2.58311 1.96225
C 1.24509 -2.65367 3.01473
C 1.15398 -3.55040 3.99497
H 2.61289 -1.69429 1.40689
H 3.27578 -2.90608 2.45406
H 2.01405 -3.48186 1.44825
H 0.39408 -2.01566 2.76736
H 0.21455 -3.94624 4.34665
H 2.12358 -3.86991 4.37243
H -0.97179 5.02834 -4.90397
H -1.65657 3.75814 -4.43183
O -1.24312 4.15442 -5.20301
H -4.23284 4.09887 -3.27547
H -3.77408 5.00081 -4.40957
O -3.50084 4.66063 -3.54374

<C>
Here is a 2-piece molecular cluster, C3H10O2 overall from OMol25. Energies are from wB97M-V/def2-TZVPD.

Summary:
HOMO: -9.8571 eV
Orbital gap: 10.67 eV
SMILES: CCOC.O

Geometry (Å):
O 0.97330 -0.22862 -0.33384
C 2.22216 -0.83275 -0.39439
C -0.54507 1.21788 -1.56501
C 0.84778 0.99419 -1.06058
H 2.20055 -1.46689 0.50783
H 3.05224 -0.11276 -0.29855
H 2.41255 -1.47453 -1.27102
H -0.69417 0.35776 -2.23922
H -0.81337 2.14034 -2.10694
H -1.22116 1.10851 -0.70040
H 1.14191 1.86967 -0.45028
H 1.51460 0.96010 -1.94355
O -3.87292 -1.22644 4.17346
H -3.07054 -1.14074 3.61035
H -4.14789 -2.16578 4.07213

The least stable of them is <A>.